[1]
{
  "formula": "C3H8F2N2",
  "method": "ωB97M-V/def2-TZVPD",
  "symbols": ["C", "C", "C", "N", "N", "F", "F", "H", "H", "H", "H", "H", "H", "H", "H"],
  "positions_angstrom": [[-0.36122, -1.15785, 1.40734], [1.27054, -0.05917, -1.65956], [-1.17524, 0.81845, 0.30957], [-0.91004, 0.18932, 1.45955], [1.23388, 1.03169, -0.75196], [-1.55825, 0.09314, -0.69607], [-1.66638, 2.02165, 0.24523], [-0.90601, -1.81785, 0.76686], [0.71428, -1.21646, 0.93880], [-0.27384, -1.53956, 2.38116], [1.74213, -0.85220, -1.20873], [0.29891, -0.36999, -1.84276], [1.85730, 0.34038, -2.54253], [-0.76526, 0.84302, 2.24082], [0.49921, 1.67543, -1.04773]],
  "atomic_forces_ev_per_a": [[2.693, 0.836, -1.480], [0.991, 2.630, -0.959], [3.607, -0.005, -1.172], [-1.213, 0.340, 1.121], [-1.082, 0.983, 1.775], [-1.253, -0.989, -0.799], [-0.744, 0.648, 0.801], [-0.879, -0.181, -0.108], [-1.660, 0.708, 0.848], [-0.152, -0.527, 1.249], [1.646, -1.955, 0.771], [-1.852, -0.738, -1.404], [-0.777, -1.003, 0.306], [0.227, -0.996, -0.542], [0.448, 0.247, -0.409]],
  "mulliken_charge": [-0.679, -0.644, 0.377, -0.192, -0.541, -0.231, -0.234, 0.269, 0.202, 0.353, 0.288, 0.256, 0.286, 0.255, 0.235],
  "relative_energy_kcal_mol": 106.1,
  "e_homo_ev": [-8.4, -6.5],
  "orbital_gap_ha": [0.3370, 0.2651]
}



[2]
{
  "formula": "C3H8FKO3S",
  "method": "ωB97M-V/def2-TZVPD",
  "symbols": ["K", "F", "O", "S", "O", "O", "C", "C", "C", "H", "H", "H", "H", "H", "H", "H", "H"],
  "positions_angstrom": [[1.33944, 2.38839, -1.97678], [0.89932, 4.19335, -2.74756], [1.85031, -0.09074, 1.39423], [1.06365, 0.73083, 0.53918], [1.61209, 1.69738, -0.41785], [-0.07561, -0.23605, -0.31968], [-0.17878, -1.66356, 0.11307], [-1.05660, -2.40986, -0.79255], [-0.32422, 1.63711, 1.42439], [-0.41504, -1.82592, 1.16470], [0.84380, -1.98803, -0.07967], [-1.19780, -3.45793, -0.52851], [-0.69348, -2.45866, -1.81914], [-2.04762, -1.95687, -0.76466], [0.11138, 2.60819, 1.65969], [-0.51247, 1.07321, 2.33801], [-1.21839, 1.75917, 0.81312]],
  "atomic_forces_ev_per_a": [[-1.624, 3.852, -14.621], [-0.775, 3.034, -1.032], [0.202, -0.050, -0.154], [-4.238, 0.248, 0.080], [2.006, -7.954, 15.280], [1.394, 0.485, 1.062], [2.656, 0.396, -0.345], [-1.499, -0.196, -1.023], [1.722, -0.186, 0.084], [-0.135, 0.655, 0.011], [0.021, -0.476, 0.600], [0.235, 0.076, 0.544], [0.006, 0.428, 0.000], [-0.160, -0.069, -0.315], [-0.134, 0.006, 0.146], [-0.075, 0.031, -0.129], [0.398, -0.279, -0.188]],
  "mulliken_charge": [0.922, -0.874, -0.519, 1.040, -0.629, -0.337, -0.107, -1.251, -0.936, 0.320, 0.315, 0.378, 0.308, 0.319, 0.394, 0.332, 0.323],
  "relative_energy_kcal_mol": 111.5,
  "e_homo_ev": -8.1,
  "orbital_gap_ha": 0.2936
}



[3]
{
  "formula": "C3H8FN",
  "method": "ωB97M-V/def2-TZVPD",
  "symbols": ["C", "C", "C", "H", "H", "H", "H", "H", "H", "H", "H", "N", "F"],
  "positions_angstrom": [[0.41371, 0.53806, 1.73618], [0.39819, -0.48751, -0.41273], [-0.60110, -0.50235, -1.59733], [0.00470, 0.97414, 2.68667], [1.18964, -0.16414, 2.12859], [0.73421, 1.41689, 1.24487], [-0.88296, 0.91138, 0.27738], [1.14948, 0.08044, -0.83282], [0.50976, -1.60005, -0.19314], [-1.56074, -0.95854, -1.33557], [-0.07861, -1.10340, -2.36911], [-0.52500, 0.11848, 0.76317], [-0.75128, 0.77661, -2.09615]],
  "atomic_forces_ev_per_a": [[0.217, 1.814, 2.697], [-6.550, -2.129, 1.097], [1.644, -1.462, -0.087], [-0.461, -0.698, -0.672], [-0.608, 0.305, -1.144], [2.343, 1.146, 0.273], [-0.498, 0.847, 0.119], [2.436, 1.205, 0.254], [0.751, 1.679, -0.026], [0.069, 0.365, -0.075], [-0.647, 0.259, -0.042], [1.659, -3.645, -2.459], [-0.356, 0.315, 0.065]],
  "mulliken_charge": [-0.864, -0.464, -0.475, 0.253, 0.248, 0.392, 0.284, 0.402, 0.332, 0.346, 0.308, -0.467, -0.295],
  "relative_energy_kcal_mol": 41.4,
  "e_homo_ev": -9.2,
  "orbital_gap_ha": 0.3810
}



[4]
{
  "formula": "C3H8FN2",
  "method": "ωB97M-V/def2-TZVPD",
  "symbols": ["C", "C", "C", "N", "N", "F", "H", "H", "H", "H", "H", "H", "H", "H"],
  "positions_angstrom": [[-0.67475, -1.07474, -0.88783], [1.40690, 1.18327, 1.05828], [0.41224, 0.10445, 0.99351], [-1.24331, -0.98567, -2.01386], [-0.34800, -0.06371, -0.17803], [-0.74636, 0.31441, 2.02733], [-0.57693, -2.07036, -0.37078], [0.75102, 2.13570, 1.00535], [1.90119, 1.31035, 2.08513], [2.10943, 1.23384, 0.23330], [0.68503, -0.93920, 1.28616], [-1.29456, -1.86391, -2.41250], [-1.48433, -0.07317, -2.42296], [-0.89757, 0.78875, -0.40311]],
  "atomic_forces_ev_per_a": [[0.934, -2.486, 3.409], [-1.145, 3.072, 1.593], [-2.590, -3.462, 3.461], [-0.728, 1.696, -0.777], [-0.811, 4.381, -0.520], [2.645, 0.159, -1.847], [0.524, 0.743, -1.147], [1.119, -1.128, -0.135], [-0.611, -0.758, -1.619], [0.104, -0.366, 0.021], [0.545, 0.983, -0.033], [-1.049, -1.546, -2.061], [0.153, -1.012, -0.269], [0.911, -0.277, -0.075]],
  "mulliken_charge": [0.234, -1.053, 0.255, -0.256, -0.190, -0.348, 0.285, 0.317, 0.316, 0.335, 0.286, 0.270, 0.266, 0.284],
  "relative_energy_kcal_mol": 34.8,
  "e_homo_ev": -16.1,
  "total_charge": 1,
  "orbital_gap_ha": 0.4393
}



[5]
{
  "formula": "C3H8GaO2",
  "method": "ωB97M-V/def2-TZVPD",
  "symbols": ["C", "C", "O", "Ga", "H", "H", "H", "H", "O", "H", "C", "H", "H", "H"],
  "positions_angstrom": [[0.23125, -1.42309, -0.10976], [0.56360, -0.17217, 0.64981], [1.53411, 0.61548, -0.02109], [3.14799, 0.21912, -0.59613], [0.30605, -1.27504, -1.19386], [-0.78757, -1.74062, 0.14650], [0.95786, -2.19857, 0.16582], [0.91571, -0.32900, 1.67712], [-0.51024, 0.97220, 0.72545], [0.94812, 1.55584, -0.05469], [-1.60675, 0.93778, -0.17536], [-2.19752, 1.83719, 0.02344], [-1.27050, 0.95311, -1.22313], [-2.23210, 0.04775, -0.01412]],
  "atomic_forces_ev_per_a": [[-0.144, 0.348, -0.083], [-2.864, -0.055, 1.184], [-3.772, 4.389, 0.288], [3.925, -0.820, -1.405], [-0.257, 0.089, 0.147], [0.345, -0.254, -0.006], [-0.323, -0.010, 0.148], [-0.521, 0.225, -0.104], [2.359, -2.070, -0.374], [1.471, -1.746, 0.163], [-0.744, 0.144, 0.055], [0.240, -0.112, 0.003], [0.039, -0.110, -0.007], [0.248, -0.018, -0.008]],
  "mulliken_charge": [-1.337, 0.450, -0.072, 0.625, 0.437, 0.399, 0.413, 0.331, -0.287, 0.602, -0.512, 0.287, 0.344, 0.321],
  "relative_energy_kcal_mol": 0.0,
  "e_homo_ev": [-20.9, -19.4],
  "s_squared": 0.76,
  "total_charge": 2,
  "multiplicity": 2,
  "orbital_gap_ha": [0.4053, 0.1726]
}



[6]
{
  "formula": "C3H8I2NO",
  "method": "ωB97M-V/def2-TZVPD",
  "symbols": ["C", "C", "C", "N", "O", "I", "I", "H", "H", "H", "H", "H", "H", "H", "H"],
  "positions_angstrom": [[0.42016, 1.25901, 1.02702], [-1.53459, -1.33973, 0.11583], [0.77726, -1.01917, -0.38645], [-0.45600, -1.18767, -0.86611], [1.68932, -0.79670, -1.36563], [-0.11362, 2.69473, -0.26159], [-3.16909, 0.17528, -0.01904], [1.49812, 1.07830, 1.13252], [0.05429, 1.50598, 2.10950], [-2.02263, -2.36850, -0.15241], [-1.07138, -1.17220, 1.14757], [0.99064, -1.22483, 0.67185], [-0.50787, -1.19636, -1.90368], [0.84025, 4.06354, -0.08709], [2.60514, -0.47167, -1.16229]],
  "atomic_forces_ev_per_a": [[-0.014, -0.882, 2.991], [-0.803, -1.246, -0.530], [-0.174, 0.560, -2.116], [1.957, 0.256, 0.892], [-0.496, 0.078, 1.423], [0.305, 0.907, -0.407], [1.100, -0.808, -0.111], [-0.107, 0.527, -0.514], [0.389, -0.276, -2.141], [0.705, 2.025, 1.243], [-0.944, -0.604, -1.538], [0.208, 0.283, -0.772], [-0.590, 0.147, 1.069], [-0.303, -0.321, 0.013], [-1.232, -0.646, 0.499]],
  "mulliken_charge": [-1.083, -0.735, -0.054, -0.040, -0.457, 0.414, 0.099, 0.343, 0.369, 0.447, 0.373, 0.496, 0.292, 0.143, 0.394],
  "relative_energy_kcal_mol": 98.6,
  "e_homo_ev": -12.0,
  "total_charge": 1,
  "orbital_gap_ha": 0.2911
}



[7]
{
  "formula": "C3H8I2Si",
  "method": "ωB97M-V/def2-TZVPD",
  "symbols": ["C", "C", "C", "Si", "I", "I", "H", "H", "H", "H", "H", "H", "H", "H"],
  "positions_angstrom": [[1.76489, -0.36760, 0.49291], [1.10658, -1.17003, -0.63075], [-2.65810, 2.79763, -0.72943], [-0.57335, -1.64566, 0.13082], [-1.41067, 4.41485, -0.49703], [-1.48316, 0.64146, 0.63682], [1.52530, -0.68713, 1.45373], [2.89935, -0.40424, 0.51780], [1.37108, 0.61172, 0.44200], [1.91517, -1.87028, -0.83976], [0.89186, -0.50685, -1.46423], [-3.43852, 2.71012, -0.03737], [-1.54563, -2.28830, -0.90815], [-0.36479, -2.23568, 1.43264]],
  "atomic_forces_ev_per_a": [[1.901, 0.456, -0.834], [0.128, -0.119, 1.119], [1.374, -0.286, -2.582], [-0.012, 0.413, -2.205], [-0.351, -0.105, 0.440], [-0.088, -0.561, 0.278], [-0.684, -0.927, 1.830], [-1.284, 0.347, -0.567], [0.309, 1.355, 0.077], [-0.903, -0.766, -0.717], [0.230, -0.166, -0.324], [-1.122, 0.486, 1.889], [0.714, 0.360, 1.200], [-0.214, -0.486, 0.397]],
  "mulliken_charge": [-1.163, -0.553, -0.579, 0.293, 0.132, 0.068, 0.364, 0.289, 0.347, 0.405, 0.286, 0.287, -0.104, -0.071],
  "relative_energy_kcal_mol": 130.8,
  "e_homo_ev": [-8.1, -8.0],
  "orbital_gap_ha": [0.2623, 0.2598]
}



[8]
{
  "formula": "C3H8IN",
  "method": "ωB97M-V/def2-TZVPD",
  "symbols": ["C", "C", "C", "N", "I", "H", "H", "H", "H", "H", "H", "H", "H"],
  "positions_angstrom": [[-0.14329, 0.94086, 0.99234], [0.74999, -0.04736, -1.11946], [0.15049, -0.31124, 0.21374], [-0.72800, -1.34955, 0.18604], [-2.71670, -0.87788, 0.13165], [0.76196, 1.41235, 1.34291], [-0.50487, 1.72591, 0.19258], [-0.92104, 0.75221, 1.68164], [-0.03463, 0.44960, -1.73639], [1.31128, -0.79327, -1.64334], [1.33389, 0.82357, -0.78364], [1.29682, -0.80754, 1.26479], [-0.55589, -1.91767, -0.72287]],
  "atomic_forces_ev_per_a": [[-0.603, 1.691, -3.319], [0.131, 3.106, 0.794], [4.229, -0.794, 2.622], [-1.456, -3.254, -1.583], [-0.555, 0.037, -0.106], [0.037, -0.245, 0.623], [0.011, -1.221, 1.473], [-0.469, 0.216, 1.149], [0.259, -0.701, 0.057], [0.180, -0.465, -0.019], [0.942, -0.279, -1.219], [-2.179, 0.731, -2.683], [-0.528, 1.177, 2.210]],
  "mulliken_charge": [-1.469, -1.366, 0.601, -0.608, 0.088, 0.415, 0.320, 0.385, 0.309, 0.410, 0.363, 0.164, 0.386],
  "relative_energy_kcal_mol": 57.2,
  "e_homo_ev": -8.3,
  "orbital_gap_ha": 0.3004
}



Number 1: E -11651.5417 eV. Number 2: E -39255.7440 eV. Number 3: E -7446.3893 eV. Number 4: E -8930.8264 eV. Number 5: E -59688.4218 eV. Number 6: E -22968.1513 eV. Number 7: E -27315.5996 eV. Number 8: E -12828.0725 eV.